1.
Below is C23H11F3N4S4Zn as an isolated structure, with properties calculated with ωB97M-V/def2-TZVPD.

ORCA input file:
```
! wB97M-V def2-TZVPD RIJCOSX def2/J DEFGRID3
* xyz -2 1
Zn -0.03 0.07 -0.49
F 1.86 6.07 0.29
C 0.75 5.28 0.44
F 0.12 5.30 -0.73
F -0.04 5.97 1.31
C 1.11 3.93 0.98
C 1.94 3.95 2.10
C 2.32 2.78 2.71
C 1.84 1.60 2.16
N 1.06 1.56 1.10
C 0.66 2.69 0.48
S -0.37 2.41 -0.88
H 2.28 4.91 2.48
H 2.96 2.77 3.58
H 2.08 0.63 2.59
S -1.97 -0.97 -1.70
C -1.75 -2.63 -1.33
C -2.75 -3.46 -1.96
N -3.56 -4.09 -2.48
C -0.82 -3.29 -0.57
S 0.53 -2.52 0.36
C -0.90 -4.70 -0.41
N -0.98 -5.84 -0.26
S 0.26 -3.82 3.19
C -0.55 -2.24 3.39
C -1.03 -2.02 4.68
C -1.72 -0.88 5.04
C -1.93 0.09 4.06
C -1.46 -0.10 2.78
C -0.74 -1.26 2.37
N -0.30 -1.25 1.08
C 0.96 -3.51 1.63
C 1.66 -3.92 0.52
C 2.56 -4.76 -0.12
C 3.07 -4.33 -1.35
C 2.88 -3.14 -2.03
C 2.16 -1.93 -1.74
C 1.28 -1.43 -0.82
H -0.84 -2.79 5.42
H -2.09 -0.76 6.05
H -2.47 1.00 4.29
H -1.62 0.65 2.02
H 2.89 -5.69 0.31
H 3.75 -5.03 -1.84
H 3.43 -3.07 -2.96
H 2.37 -1.18 -2.50
*
```

Summary:
**E_LUMO**: 0.163 Eh
**E_tot**: -129897.590 eV
**ΔE to the lowest compared entry with this formula, charge and spin**: 183.06 kcal per mole

natural (NBO) atomic charge list, values in e, 6 entries: 1.5266 -0.3517 0.9845 -0.3039 -0.3481 -0.2678

---

2.
Below is C23H14BF6N4O3 as an isolated structure, with properties calculated with ωB97M-V/def2-TZVPD.

ORCA input file:
```
! wB97M-V def2-TZVPD RIJCOSX def2/J DEFGRID3
* xyz -1 1
F -0.84 0.10 3.40
C 0.48 -0.01 3.05
C 1.32 -0.77 3.85
C 2.63 -1.03 3.40
C 2.96 -0.76 2.07
C 2.06 -0.02 1.31
F 2.25 0.04 -0.05
C 0.90 0.59 1.84
B 0.18 1.74 1.14
C -1.36 1.91 1.22
C -2.30 0.93 0.83
F -1.84 -0.32 0.50
C -3.67 1.14 0.82
C -4.17 2.36 1.27
C -3.28 3.35 1.73
C -1.92 3.11 1.66
F -1.06 4.09 2.11
C 0.91 2.51 0.02
C 0.44 2.50 -1.30
F -0.55 1.60 -1.62
C 0.96 3.29 -2.32
C 2.04 4.13 -2.02
C 2.64 4.07 -0.75
C 2.08 3.26 0.22
F 2.71 3.15 1.44
H -0.86 -2.34 -1.56
H 0.97 -1.11 4.83
H 3.37 -1.48 4.07
H 3.90 -1.09 1.61
H -4.33 0.34 0.48
H -5.25 2.55 1.28
H -3.64 4.29 2.14
H 0.51 3.25 -3.31
H 2.41 4.83 -2.77
H 3.52 4.66 -0.50
C 2.39 -4.50 -0.83
O 1.09 -5.13 -0.96
C 0.23 -4.39 -1.67
N -1.03 -4.90 -1.79
C -1.94 -4.01 -2.22
N -3.29 -4.09 -2.35
O -3.71 -2.75 -2.58
N -2.62 -1.87 -2.62
O -2.78 -0.68 -2.85
C -1.49 -2.65 -2.49
C -0.11 -2.28 -2.46
N 0.78 -3.29 -2.18
H 2.99 -5.27 -0.39
H 2.76 -4.19 -1.82
H 2.35 -3.62 -0.16
H 0.20 -1.27 -2.71
*
```

Summary:
**E_LUMO**: 0.042 Eh
**E_tot**: -53155.211 eV
**ΔE to the lowest compared entry with this formula, charge and spin**: 97.01 kcal per mole

natural (NBO) atomic charge list, values in e, 6 entries: -0.3222 0.4961 -0.3280 -0.1375 -0.3247 0.5048

---

3.
Below is C23H14Cl5NO3S2SbSe4W as an isolated structure, with properties calculated with ωB97M-V/def2-TZVPD.

ORCA input file:
```
! wB97M-V def2-TZVPD RIJCOSX def2/J DEFGRID3
* xyz 0 2
W -0.27 0.45 1.61
Cl 0.78 7.33 -1.43
C 0.33 5.77 -0.86
C -0.77 5.11 -1.41
Cl -1.70 5.87 -2.63
C -1.11 3.83 -0.98
Cl -2.42 2.97 -1.67
C -0.37 3.21 0.03
O -0.70 2.01 0.45
C 0.72 3.89 0.59
Cl 1.59 3.06 1.81
C 1.08 5.15 0.14
Cl 2.46 5.93 0.81
O -0.98 -1.12 1.40
N -3.10 0.64 0.95
C -4.09 0.19 0.17
C -5.35 -0.11 0.65
C -5.60 0.06 2.00
C -4.59 0.52 2.82
C -3.35 0.80 2.24
S -1.97 1.30 3.23
H -3.85 0.08 -0.88
H -6.11 -0.48 -0.03
H -6.57 -0.17 2.42
H -4.73 0.66 3.88
O 1.05 -0.07 0.10
S 0.09 -1.05 -0.73
C 0.75 -2.65 -0.26
C 1.52 -2.80 0.87
C 2.04 -4.05 1.17
C 1.78 -5.13 0.33
C 1.00 -4.96 -0.81
C 0.47 -3.72 -1.11
C 1.03 -0.92 -2.25
C 0.34 -0.43 -3.35
C 1.03 -0.16 -4.53
C 2.40 -0.37 -4.58
C 3.08 -0.85 -3.46
C 2.40 -1.13 -2.29
H 1.75 -1.96 1.51
H 2.64 -4.18 2.06
H 2.20 -6.10 0.56
H 0.81 -5.80 -1.47
H -0.15 -3.58 -1.99
H -0.73 -0.24 -3.29
H 0.50 0.21 -5.39
H 2.95 -0.14 -5.48
H 4.15 -1.01 -3.50
H 2.92 -1.50 -1.42
Se 4.88 -0.86 3.49
Sb 2.99 -0.90 5.07
Se 1.03 0.12 3.44
Se 3.11 0.51 6.94
Se 2.60 -3.24 5.08
*
```

Summary:
**E_LUMO (alpha / beta)**: -0.087 / -0.096 Eh
**E_tot**: -385742.032 eV
**Expectation value of S²**: 0.760
**ΔE to the lowest compared entry with this formula, charge and spin**: 43.12 kcal per mole

natural (NBO) atomic charge list, values in e, 6 entries: 1.5241 0.0629 -0.1021 -0.0663 0.0666 -0.0972

---

> What is the ΔE to the lowest compared entry with this formula, charge and spin in the second record?

97.01 kcal per mole

---

> What is the E_tot in the third record?

-385742.032 eV

---

> What is the formula in the second record?

C23H14BF6N4O3